# C9H28B3IN12O9

A molecular structure, C9H28B3IN12O9 in a non-equilibrium geometry (ωB97M-V/def2-TZVPD, the Open Molecules 2025 dataset).

Computed properties:
Gap between HOMO and LUMO, Eh: 0.3381
Molar mass, g/mol: 607.74
Calculated total energy, Eh: -2066.6639

Structure (ORCA input):
```
! RIJCOSX wB97M-V def2-TZVPD def2/J DEFGRID3
* xyz 0 1
C -2.43350 -2.69763 2.08823
C -2.62233 -3.90883 2.06120
C -2.79863 -5.45540 2.11252
B -1.76111 -6.09787 1.06334
O -1.45719 -5.53861 -0.23790
B -0.03962 -5.30819 -0.20855
O 0.91325 -6.25158 0.30597
B 0.33894 -6.77780 1.51183
I 1.29476 -6.80169 3.45541
O -1.00254 -7.29049 1.38540
H -2.10471 -1.64197 2.29547
H -3.86767 -5.81229 1.99755
H -2.46756 -5.80873 3.14757
H 0.37835 -4.28717 -0.63919
C 2.21758 -3.46697 5.80921
O 1.31565 -4.28251 5.90099
N 3.39258 -3.73968 5.17938
N 2.12713 -2.21365 6.32795
H 4.14582 -3.08295 5.09320
H 3.49730 -4.65777 4.78149
H 1.27233 -1.97415 6.80114
H 2.85639 -1.52794 6.26331
C -2.16369 0.71016 -0.02077
O -2.07137 -0.38199 0.53671
N -1.74973 1.86689 0.55347
N -2.68705 0.84683 -1.25936
H -1.81849 2.77388 0.10717
H -1.35519 1.80425 1.47692
H -3.00633 0.00594 -1.71854
H -2.77158 1.72635 -1.73718
C 1.93900 2.57210 2.56860
O 1.15765 2.93539 3.43069
N 3.27170 2.84629 2.62358
N 1.54799 1.86186 1.47773
H 3.93105 2.55685 1.92527
H 3.59917 3.37084 3.41682
H 0.56818 1.63942 1.40193
H 2.17436 1.55332 0.75734
C -2.88926 -2.11341 -3.59179
O -3.30498 -0.96389 -3.53891
N -2.02578 -2.62153 -2.67623
N -3.25820 -2.98011 -4.57186
H -1.67439 -3.56101 -2.70087
H -1.73005 -2.00896 -1.93168
H -3.89831 -2.63893 -5.26857
H -2.93001 -3.92597 -4.63340
C -1.23545 4.81849 -1.71610
O -1.99618 4.17396 -1.00144
N -1.67684 5.73921 -2.60782
N 0.10875 4.66750 -1.67681
H -1.07040 6.27721 -3.20059
H -2.67108 5.88122 -2.66712
H 0.47680 3.99328 -1.02625
H 0.74646 5.18768 -2.25572
C 2.81856 6.42131 -4.26137
O 2.03311 6.78719 -3.39762
N 4.14558 6.69973 -4.20617
N 2.43090 5.70566 -5.34895
H 4.80679 6.41001 -4.90284
H 4.47057 7.22885 -3.41445
H 1.45364 5.47957 -5.42526
H 3.05933 5.39671 -6.06750
*
```



# C9H28Cs2O9

A molecular structure, C9H28Cs2O9 in a non-equilibrium geometry (ωB97M-V/def2-TZVPD, the Open Molecules 2025 dataset).

Computed properties:
Relative energy (zero: lowest compared OMol25 entry of this formula, charge and spin), kcal per mole: 35.3
Gap between HOMO and LUMO, Eh: 0.2302
Molar mass, g/mol: 546.12
Calculated total energy, Eh: -1077.1087

Structure (ORCA input):
```
! RIJCOSX wB97M-V def2-TZVPD def2/J DEFGRID3
* xyz 0 1
Cs -9.10428 10.57462 9.15348
Cs -11.13070 9.66938 4.85461
C -12.17531 11.78094 7.44386
O -11.88573 11.28242 8.52033
O -11.34819 12.10916 6.50306
O -13.36851 12.01632 7.22613
C -10.55355 14.71435 12.38596
C -11.37034 13.87639 11.36718
O -10.65147 12.74291 10.94498
H -9.55277 14.68261 11.95523
H -10.48197 14.17536 13.33067
H -10.93694 15.73115 12.47096
H -11.78106 14.45659 10.54087
H -12.24156 13.48475 11.89225
H -11.08006 12.39119 10.16128
C -14.58601 11.83540 12.10905
C -14.06301 10.56124 11.40237
O -14.40769 10.41251 10.01257
H -15.54557 11.62130 12.57972
H -14.68286 12.75507 11.53206
H -13.91621 12.08098 12.93316
H -14.28586 9.60315 11.87193
H -12.98788 10.71966 11.31800
H -13.78157 10.89867 9.47107
C -15.21338 14.55211 8.14205
O -14.79321 13.77362 9.22797
H -15.46212 15.46681 8.68018
H -14.42244 14.74342 7.41684
H -16.03403 14.09521 7.58900
H -14.27228 13.06020 8.85212
C -11.79161 7.43054 9.27878
O -11.49303 8.27406 8.14988
H -11.19330 6.52668 9.16408
H -11.38956 8.00569 10.11285
H -12.86134 7.27434 9.41798
H -11.96900 9.09850 8.27385
C -10.16665 15.34923 6.52263
O -9.96193 14.25015 5.68780
H -11.13675 15.23384 7.00601
H -9.54366 15.37073 7.41679
H -10.07023 16.31158 6.01993
H -10.34184 13.49157 6.13706
C -15.68836 9.32275 6.38749
O -14.28297 9.58598 6.51830
H -16.07070 10.13259 5.76614
H -15.96302 8.37763 5.91906
H -16.12892 9.31046 7.38441
H -14.08344 10.48797 6.77946
*
```



# C9H28FFeO5S4

A molecular structure, C9H28FFeO5S4 in a non-equilibrium geometry (ωB97M-V/def2-TZVPD, the Open Molecules 2025 dataset).

Computed properties:
Relative energy (zero: lowest compared OMol25 entry of this formula, charge and spin), kcal per mole: 21.5
Gap between HOMO and LUMO (alpha / beta), Eh: 0.3391 / 0.2827
⟨S²⟩: 6.007
Molar mass, g/mol: 419.43
Calculated total energy, Eh: -3691.9733

Structure (ORCA input):
```
! RIJCOSX wB97M-V def2-TZVPD def2/J DEFGRID3
* xyz 1 5
Fe 17.19350 -18.39627 33.96440
F 15.33782 -17.80533 34.28174
C 16.71342 -17.13623 31.29990
O 16.83980 -18.45928 31.82074
H 17.71138 -16.71122 31.17443
H 16.27978 -17.13001 30.29360
H 16.06542 -16.52606 31.92253
H 16.72582 -19.11055 31.13031
C 15.87600 -22.78419 32.94158
S 15.44184 -21.48023 34.13655
O 16.49924 -20.40696 34.08081
C 14.05540 -20.77297 33.18542
H 16.60651 -23.40817 33.45302
H 16.30268 -22.29894 32.06759
H 14.95514 -23.32907 32.76000
H 14.50282 -20.25054 32.34247
H 13.63655 -20.02918 33.86480
H 13.28576 -21.48580 32.90608
C 21.17413 -19.51910 34.96391
S 19.91994 -20.36403 33.93295
O 19.10661 -19.20745 33.39037
C 21.05643 -20.75868 32.58322
H 21.72067 -18.87351 34.28213
H 21.79764 -20.26471 35.45544
H 20.63785 -18.93155 35.70392
H 22.00022 -21.07261 33.03922
H 21.24116 -19.89142 31.95626
H 20.71263 -21.62337 32.01933
C 17.91422 -20.69450 37.22131
S 17.76562 -18.87658 37.31783
O 17.63960 -18.35881 35.90190
C 16.06815 -18.90233 37.97181
H 18.91396 -20.93819 36.85619
H 17.27631 -21.11788 36.44083
H 17.74384 -21.21981 38.15792
H 15.41496 -19.50289 37.34038
H 15.67220 -17.88883 37.97899
H 16.09177 -19.31324 38.98074
C 18.98025 -15.11672 35.91941
S 18.87776 -15.30282 34.11408
O 18.24131 -16.63935 33.81412
C 17.57554 -14.06307 33.87790
H 18.00461 -14.86938 36.33665
H 19.66727 -14.30835 36.17864
H 19.35150 -16.00172 36.43326
H 17.94044 -13.03559 33.88511
H 16.85257 -14.13216 34.69123
H 17.07223 -14.25364 32.93320
*
```



# C9H29AsN5O2PdSi2Te

A molecular structure, C9H29AsN5O2PdSi2Te (ωB97M-V/def2-TZVPD, the Open Molecules 2025 dataset).

Computed properties:
Relative energy (zero: lowest compared OMol25 entry of this formula, charge and spin), kcal per mole: 25.1
Gap between HOMO and LUMO (alpha / beta), Eh: 0.2578 / 0.2419
Molar mass, g/mol: 604.48
Calculated total energy, Eh: -3994.9459

Structure (ORCA input):
```
! RIJCOSX wB97M-V def2-TZVPD def2/J DEFGRID3
* xyz 1 1
Pd 1.29658 0.20078 0.19559
N 2.18743 -1.36556 -2.05634
N 1.42996 -0.85252 -3.10584
C 0.64220 0.24384 -2.96605
N 0.06583 0.68861 -4.07856
N 0.52227 0.74585 -1.73049
N -0.21333 1.92314 -1.54002
O -0.78274 2.47991 -2.45881
O -0.23957 2.29785 -0.38788
H 3.12412 -1.56974 -2.38117
H 1.75336 -2.18952 -1.65214
H 1.33189 -1.38861 -3.95623
H 0.27762 0.25127 -4.95898
H -0.54029 1.49242 -4.02529
C -3.51152 -2.69811 0.34514
Si -2.51141 -1.29159 -0.37202
C -3.32004 0.36788 -0.06452
C -2.30716 -1.55654 -2.22418
As -0.30947 -1.49795 0.51195
Si -0.47169 -0.67494 2.74997
C -2.19002 -0.13600 3.25340
C 0.69361 0.79487 2.95848
C 0.13195 -2.07538 3.82984
H -4.49474 -2.72987 -0.12798
H -3.67052 -2.58633 1.41615
H -3.03678 -3.66457 0.17375
H -4.22668 0.43005 -0.67120
H -2.68347 1.20379 -0.34643
H -3.61186 0.50792 0.97405
H -3.28503 -1.66175 -2.69964
H -1.73587 -2.45667 -2.45179
H -1.82000 -0.70277 -2.69247
H -2.47499 0.79958 2.77362
H -2.19620 0.03638 4.33167
H -2.95536 -0.87846 3.03956
H 0.56572 1.63275 2.26845
H 1.75286 0.53524 3.02629
H 0.40011 1.15916 3.94951
H -0.53231 -2.93818 3.79086
H 0.17839 -1.74367 4.86968
H 1.12801 -2.40866 3.53780
C 3.68811 3.01650 1.29610
Te 3.84324 1.07375 0.44865
C 4.24300 1.71892 -1.53938
H 2.83991 3.53272 0.85515
H 4.61234 3.56034 1.12665
H 3.53284 2.89035 2.36448
H 5.31050 1.71599 -1.72916
H 3.83884 2.72182 -1.64976
H 3.73036 1.04572 -2.22046
*
```



# C9H29F6N4O9S

8 unconnected molecules or ions with the total composition C9H29F6N4O9S in a non-equilibrium geometry (ωB97M-V/def2-TZVPD, the Open Molecules 2025 dataset).

Computed properties:
Gap between HOMO and LUMO (alpha / beta), Eh: 0.2077 / 0.1409
⟨S²⟩: 0.770
Molar mass, g/mol: 483.40
Calculated total energy, Eh: -2253.6103

Structure (ORCA input):
```
! RIJCOSX wB97M-V def2-TZVPD def2/J DEFGRID3
* xyz 0 2
N -2.94173 -1.39290 -0.93693
H -3.29808 -0.52760 -0.55698
H -3.61735 -2.08826 -1.21997
H -2.39820 -1.71606 -0.14938
H -2.50249 -1.00186 -1.75807
N 0.52374 0.47420 -0.50353
H 0.39253 1.40432 -0.13235
H 1.51217 0.32079 -0.64348
H -0.06237 0.33826 -1.31476
H 0.11288 -0.30381 -0.00758
N 0.68169 -3.78097 -0.10583
H 0.16794 -2.94871 0.14620
H 0.18149 -4.22317 -0.86369
H 0.82930 -4.41329 0.66778
H 1.59395 -3.39719 -0.30731
N 0.21409 -0.94312 -4.18576
H 0.30612 -0.51119 -5.09410
H -0.22139 -1.85254 -4.12760
H -0.53667 -0.46150 -3.71194
H 1.06070 -0.83278 -3.64615
C 4.90642 -1.31082 -2.13689
F 4.93484 -2.19211 -3.15856
F 5.79833 -1.68723 -1.24654
F 5.18097 -0.15739 -2.69934
S 3.15034 -1.31014 -1.34800
O 3.02321 -0.14059 -0.45808
O 2.14906 -1.20402 -2.46307
O 2.95756 -2.55713 -0.59670
O -3.63963 -0.80499 2.10024
C -2.44392 -1.08494 2.76239
C -1.18146 -1.92309 2.14138
O -0.68200 -1.54755 0.88441
H -2.83397 -1.52637 3.67950
H -1.99906 -0.14015 3.07477
H -1.49427 -2.96518 2.07582
H -0.39948 -2.02201 2.89425
O -4.26847 1.27719 -0.85786
C -3.63434 1.62602 -2.01271
C -2.10393 1.55128 -2.41653
O -1.41147 0.35968 -2.49779
H -3.76154 2.70178 -1.89166
H -4.19495 1.21676 -2.85316
H -1.63939 2.21011 -1.68288
H -2.00429 2.01912 -3.39597
C 2.68073 1.15279 3.59491
C 1.52144 1.57078 2.71265
O 0.87820 2.81202 3.05660
C -0.06381 3.34733 2.30102
O -0.48256 2.94216 1.27728
C -0.59994 4.72170 2.86507
F -1.78213 5.00959 2.19385
F -0.69266 4.70717 4.23118
F 0.28038 5.66619 2.53382
H 3.50230 1.78631 3.26059
H 2.89853 0.09572 3.44236
H 2.62671 1.18348 4.68315
H 0.75110 0.80483 2.62324
H 2.07482 1.66909 1.77872
*
```



Which value of calculated total energy does entry 4 give?
-3994.9459 Eh



Number 5 is which compound?
C9H29F6N4O9S



Among the records above, which one has the lowest calculated total energy?
C9H29AsN5O2PdSi2Te



What is the formula in the first record?
C9H28B3IN12O9